No. 1
Density functional theory data (the ωB97M-V functional and the def2-TZVPD basis) for C38H45BFN12O3SbScSe4 as an isolated structure.

Values from the calculation:
* 2S+1: 2
* E_HOMO (spin up / spin down): -0.4165 / -0.4131 Ha
* largest force on an atom: 1.15 eV Å⁻¹
* total charge: +2
* E_LUMO (spin up / spin down): -5.15 / -5.35 eV
* HOMO-LUMO gap (spin up / spin down): 6.1791 / 5.8895 eV

```
106
Properties=species:S:1:pos:R:3:mulliken_spin:R:1
Sc -0.83727 -1.51119 1.67651 0.001
C 2.16083 -0.28985 3.72740 0.065
C 0.88983 0.49579 3.67242 -0.031
C 0.68427 1.76417 4.20660 -0.014
C -0.61288 2.09201 3.88309 0.006
N -1.15274 1.08162 3.18359 0.004
N -0.22907 0.07842 3.07070 -0.015
B -2.68608 0.91151 2.79881 0.000
N -2.88752 0.77019 1.24411 -0.001
C -3.69676 1.49044 0.45186 0.000
C -3.61864 0.98668 -0.82711 0.000
C -2.72846 -0.08410 -0.74804 0.000
C -2.27019 -0.94148 -1.88575 0.000
N -2.31562 -0.23197 0.51389 0.002
N -3.19716 -0.42476 3.41888 0.001
C -4.16424 -0.64824 4.32729 -0.001
C -4.34631 -2.00670 4.45262 0.003
C -3.43387 -2.58650 3.58302 -0.008
C -3.25003 -4.05587 3.34797 0.024
N -2.72722 -1.63449 2.95120 -0.002
N -3.39897 2.19004 3.24016 0.000
C -3.12615 3.42664 2.73340 0.000
C -3.89632 4.33478 3.40065 0.000
C -4.63538 3.56462 4.33371 0.000
C -5.64452 4.04585 5.33545 0.000
N -4.32984 2.28549 4.23254 0.000
H 2.62820 -0.16721 4.70148 0.006
H 2.00597 -1.34635 3.56716 -0.018
H 2.86786 0.06824 2.97652 -0.002
H 1.38865 2.35673 4.77447 -0.001
H -1.17512 2.98182 4.12333 0.000
H -4.28793 2.30580 0.83825 0.000
H -4.13823 1.34232 -1.70496 0.000
H -2.37007 -0.38561 -2.81891 0.000
H -1.23221 -1.23514 -1.76937 0.000
H -2.87153 -1.84927 -1.97732 0.000
H -4.65632 0.18817 4.79630 0.000
H -5.04961 -2.51635 5.09842 0.000
H -4.19408 -4.50011 3.02514 0.001
H -2.50103 -4.27437 2.59869 -0.012
H -2.95285 -4.55436 4.26546 -0.004
H -2.40263 3.56256 1.93953 0.000
H -3.93197 5.40663 3.25489 0.000
H -5.74651 5.12858 5.28038 0.000
H -6.62272 3.59959 5.15154 0.000
H -5.34492 3.78031 6.34977 0.000
C 5.74314 -1.01978 -2.93615 0.000
C 5.53104 -0.16526 -1.69150 0.000
N 4.12138 -0.16480 -1.22147 0.000
C 3.74944 -1.08062 -0.31622 0.001
C 2.48673 -1.19451 0.18710 -0.001
C 2.18921 -2.31254 1.10350 -0.009
O 3.05023 -3.10780 1.48795 0.002
O 0.98113 -2.39883 1.51082 -0.002
C 1.46678 -0.27839 -0.22016 0.006
O 0.32157 -0.21531 0.27830 0.002
C 1.84763 0.64096 -1.28805 0.000
C 0.88956 1.48834 -1.84667 0.000
C 1.22595 2.34241 -2.85304 0.000
F 0.26832 3.15749 -3.33842 0.000
C 2.53333 2.41392 -3.37290 0.000
C 3.47526 1.56063 -2.81794 0.000
C 3.15820 0.68262 -1.77658 0.000
N 2.91231 3.27212 -4.43778 0.000
C 4.16749 4.01863 -4.34076 0.000
C 4.87550 3.96735 -5.69524 0.000
N 3.82261 3.87688 -6.77618 0.000
C 2.61204 4.69481 -6.40302 0.000
C 1.90955 4.01210 -5.22127 0.000
H 6.78820 -0.96635 -3.25507 0.000
H 5.10738 -0.69456 -3.76386 0.000
H 5.51100 -2.06684 -2.72247 0.000
H 5.83663 0.86436 -1.84729 0.000
H 6.13142 -0.54449 -0.86977 0.000
H 4.51809 -1.76133 0.03568 0.000
H -0.12812 1.47562 -1.45965 0.000
H 4.47925 1.56167 -3.22531 0.000
H 4.82133 3.59858 -3.58869 0.000
H 3.97547 5.05547 -4.04481 0.000
H 5.51358 3.09431 -5.79431 0.000
H 5.46871 4.85936 -5.87321 0.000
H 3.53364 2.90567 -6.86642 0.000
H 4.20526 4.16365 -7.67350 0.000
H 1.95040 4.76385 -7.25948 0.000
H 2.97030 5.69195 -6.16334 0.000
H 1.16602 3.31217 -5.59236 0.000
H 1.38961 4.77975 -4.65039 0.000
C -2.44918 -6.46352 -2.41244 0.000
C -2.09816 -5.27031 -1.56662 0.000
C -3.03094 -4.69213 -0.70796 0.001
C -2.65826 -3.64116 0.09493 0.000
N -1.41419 -3.13675 0.11412 -0.003
C -0.52549 -3.66953 -0.72869 -0.001
C -0.82699 -4.70714 -1.58187 0.001
H -3.41758 -6.33454 -2.89678 0.000
H -2.52131 -7.35125 -1.77718 0.000
H -1.69180 -6.65650 -3.17077 0.000
H -4.04890 -5.06146 -0.66195 0.000
H -3.37938 -3.15835 0.73922 0.000
H 0.47315 -3.25493 -0.71134 0.001
H -0.05605 -5.09680 -2.23650 0.000
Se 3.67152 -4.36804 4.68691 -0.003
Sb 1.94776 -4.48031 3.09815 0.003
Se 1.28661 -6.00253 1.42495 -0.005
Se 0.36429 -2.82889 6.11342 0.807
Se -0.16434 -3.10411 3.98459 0.200
```



No. 2
Density functional theory data (the ωB97M-V functional and the def2-TZVPD basis) for C25H33KN11O2S3 as an isolated structure.

Values from the calculation:
* E_HOMO: -0.3539 Ha
* largest force on an atom: 1.08 eV Å⁻¹
* total charge: +1
* E_LUMO: -2.81 eV
* HOMO-LUMO gap: 6.8211 eV

```
75
Properties=species:S:1:pos:R:3:lowdin_charge:R:1
K -0.26596 0.09588 0.39531 0.590
N 3.32788 -1.95679 7.25495 0.102
C 3.10973 -1.37612 6.01770 -0.318
C 3.87046 -0.27562 5.60276 -0.024
C 3.68800 0.27028 4.34931 -0.067
C 2.75239 -0.27604 3.48116 -0.301
C 1.99526 -1.36585 3.87526 -0.060
C 2.16901 -1.91379 5.13352 -0.025
S 2.52224 0.43979 1.88003 0.558
O 2.09289 -0.67996 1.02336 -0.515
O 3.79907 0.98884 1.44779 -0.335
N 1.38077 1.47631 1.88144 -0.194
C 0.63148 1.94916 2.90754 -0.493
N -0.66294 2.16184 2.58516 0.091
C -1.44127 2.63492 3.55143 -0.132
C -0.97525 2.89843 4.82987 -0.061
C 0.37058 2.65436 5.04726 -0.121
N 1.18531 2.19593 4.10418 0.143
H 3.77331 -1.37355 7.94444 0.092
H 2.57260 -2.50500 7.63212 0.092
H 4.60636 0.15047 6.27458 0.113
H 4.26878 1.12801 4.03796 0.116
H 1.27590 -1.80844 3.19444 0.076
H 1.58074 -2.77453 5.42904 0.110
H -2.47956 2.81164 3.28976 0.110
H -1.62030 3.28115 5.60642 0.097
H 0.81987 2.84614 6.01660 0.111
C -1.84384 -4.63462 2.84071 -0.028
N -2.26038 -4.29160 1.49496 -0.123
C -3.50931 -4.55206 0.95300 -0.035
C -3.49977 -4.10283 -0.31018 -0.029
N -2.24282 -3.54678 -0.53603 -0.012
C -1.47056 -3.66844 0.58213 -0.735
S 0.11511 -3.17038 0.80434 0.630
C -1.83415 -3.03492 -1.79657 -0.292
C -1.94624 -3.86745 -2.90111 0.007
C -1.60984 -3.35006 -4.14109 -0.049
C -1.16581 -2.04189 -4.21434 -0.047
C -1.07421 -1.30211 -3.04466 -0.130
N -1.40827 -1.78272 -1.84597 0.126
H -2.29312 -5.58513 3.11889 0.095
H -2.15154 -3.86135 3.54473 0.099
H -0.76061 -4.71321 2.85350 0.055
H -4.28555 -5.02890 1.52405 0.127
H -4.26386 -4.09438 -1.06640 0.130
H -2.27942 -4.88865 -2.77726 0.121
H -1.68970 -3.96162 -5.03026 0.114
H -0.90020 -1.58829 -5.15933 0.109
H -0.73890 -0.27112 -3.05769 0.038
C 0.44965 4.21850 0.00341 -0.016
N 0.95242 3.85537 -1.31257 -0.110
C 2.12622 4.33335 -1.87319 -0.050
C 2.22949 3.81169 -3.10892 -0.082
N 1.11911 3.00879 -3.28351 0.060
C 0.32711 3.02653 -2.18303 -0.810
S -1.11769 2.18421 -1.98433 0.581
H 0.69815 5.25998 0.19560 0.098
H 0.89052 3.57449 0.76160 0.064
H -0.62924 4.08644 0.00423 0.069
H 2.76781 5.01486 -1.34366 0.126
H 2.97561 3.95023 -3.86995 0.114
H 0.89100 2.44081 -4.07984 0.146
N 5.31404 -2.07707 -1.23028 0.182
C 4.03222 -1.42335 -0.69652 -0.128
C 3.06861 -1.11677 -1.85813 -0.247
N 2.51563 0.22536 -1.86369 0.036
H 5.96679 -2.24516 -0.46308 0.169
H 5.77612 -1.47807 -1.91576 0.164
H 5.11252 -2.97222 -1.67716 0.167
H 4.35096 -0.52278 -0.17228 0.100
H 3.62860 -2.12339 0.02704 0.119
H 2.24213 -1.82839 -1.83061 0.112
H 3.58477 -1.28377 -2.81268 0.113
H 3.25896 0.91526 -1.91192 0.082
H 2.06902 0.36566 -0.96557 0.019
```



No. 3
Density functional theory data (the ωB97M-V functional and the def2-TZVPD basis) for C34H41MnN6O2 as an isolated structure.

Values from the calculation:
* 2S+1: 5
* E_HOMO (spin up / spin down): -0.5008 / -0.5002 Ha
* largest force on an atom: 3.23 eV Å⁻¹
* total charge: +2
* E_LUMO (spin up / spin down): -6.77 / -8.47 eV
* HOMO-LUMO gap (spin up / spin down): 6.8591 / 5.1397 eV

```
84
Properties=species:S:1:pos:R:3:mulliken_spin:R:1
Mn -0.92049 -0.00395 0.19619 3.048
O 2.82626 -4.90836 5.29551 0.000
C 1.50209 -4.60962 5.45825 0.000
O 0.92034 -5.17752 6.38191 -0.001
C 0.84823 -3.54588 4.55313 -0.004
C -0.53854 -3.34608 4.74355 0.002
C -1.21402 -2.49255 3.89623 -0.004
C -0.49328 -1.71736 2.92799 0.021
C 0.86577 -1.95916 2.64405 0.002
C 1.49872 -2.83938 3.52573 0.007
N -1.22217 -0.75085 2.24706 -0.054
C -2.17988 -0.16222 2.92967 0.001
C -3.13675 0.67509 2.21455 0.033
C -4.28252 1.10958 2.93340 0.001
C -5.15928 1.95431 2.31091 0.003
C -4.93734 2.25650 0.94260 0.002
C -3.90898 1.66052 0.26713 0.023
N -3.00509 0.83314 0.87931 -0.004
H 3.20161 -4.46911 4.49390 0.000
H -0.98120 -3.76202 5.65636 0.000
H -2.28154 -2.37329 3.85778 0.000
H 1.31678 -1.47752 1.83141 -0.030
H 2.59112 -2.83734 3.51409 0.000
H -2.40266 -0.37519 3.96557 0.000
H -4.27345 0.95950 4.01241 0.000
H -6.07768 2.31901 2.77828 0.000
H -5.56881 2.86584 0.29157 0.000
H -3.86147 1.69148 -0.83070 0.000
C 0.00561 4.31657 -0.05779 -0.001
C 0.89003 3.12388 -0.45199 -0.067
C 1.97788 2.77604 0.58430 0.027
C 2.63291 3.77714 1.29872 -0.035
C 3.75665 3.53830 2.03392 0.054
C 4.20936 2.21191 2.19800 -0.031
C 3.51079 1.11857 1.65344 0.050
C 3.91633 -0.30834 1.94397 -0.009
C 5.35525 -0.63800 1.62722 0.005
C 2.43074 1.40359 0.78047 0.062
N 1.70484 0.41489 0.15204 0.240
C 2.25945 -0.41669 -0.67980 -0.005
C 1.39533 -1.42873 -1.25523 0.261
C 1.63574 -2.41070 -2.27746 0.053
C 0.47053 -3.21628 -2.29558 0.127
C -0.30868 -2.76473 -1.23271 0.262
N 0.18894 -1.65260 -0.63475 -0.103
H -0.71800 4.57947 -0.86575 0.000
H 0.61405 5.25309 0.14998 0.000
H -0.62151 4.12496 0.86887 0.000
H 1.46860 3.43152 -1.36293 0.005
H 0.33462 2.19373 -0.64329 0.038
H 2.31140 4.83427 1.25105 0.003
H 4.22844 4.34084 2.62618 0.000
H 5.18683 2.10901 2.71525 0.001
H 3.23895 -1.03365 1.50298 0.005
H 3.79188 -0.46413 3.03776 0.005
H 5.98113 -0.16202 2.40526 0.000
H 5.71766 -0.34288 0.64913 -0.002
H 5.54905 -1.71294 1.69109 0.001
H 3.32682 -0.32045 -1.00051 0.021
H 2.55943 -2.52221 -2.82232 -0.004
H 0.22763 -4.05544 -2.99163 0.001
H -1.21792 -3.24336 -0.87245 0.000
C -1.78146 -1.48563 -5.62969 -0.003
C -2.56358 -0.30565 -5.05153 0.001
N -1.82312 0.46195 -4.03360 -0.005
C -1.11572 1.67503 -4.53399 -0.001
C 0.04935 1.32918 -5.46842 0.000
C -2.04294 0.25452 -2.69285 -0.039
C -3.21152 -0.56918 -2.27655 0.051
N -1.18566 0.66904 -1.79800 -0.051
H -1.11575 -2.00225 -4.87396 0.002
H -1.05322 -1.21953 -6.38519 0.000
H -2.46660 -2.25807 -6.05101 0.000
H -3.50274 -0.62152 -4.57423 0.001
H -2.82101 0.40954 -5.83178 -0.001
H -0.76010 2.20371 -3.64924 -0.001
H -1.75922 2.34937 -5.03607 0.000
H 0.81873 0.65981 -5.05231 0.001
H 0.56944 2.24505 -5.77463 0.000
H -0.38535 0.94012 -6.39375 0.000
H -4.12669 -0.33571 -2.81985 0.001
H -3.48434 -0.42502 -1.18916 -0.005
H -2.92425 -1.59910 -2.33649 0.003
H -0.45078 1.25221 -2.19099 0.038
```



No. 4
Density functional theory data (the ωB97M-V functional and the def2-TZVPD basis) for C13H14IN3PdS as an isolated structure.

Values from the calculation:
* 2S+1: 5
* E_HOMO (spin up / spin down): -0.4143 / -0.5505 Ha
* largest force on an atom: 4.54 eV Å⁻¹
* total charge: +2
* E_LUMO (spin up / spin down): -7.63 / -9.42 eV
* HOMO-LUMO gap (spin up / spin down): 3.6447 / 5.5624 eV

```
33
Properties=species:S:1:pos:R:3:mulliken_spin:R:1
C 0.50094 -3.08407 2.66683 0.000
C -0.88671 -2.56856 2.59319 0.009
H 0.66876 -4.16598 2.52971 -0.001
H 0.95955 -1.46017 3.84890 0.000
H 1.09191 -2.56996 1.90095 -0.001
H -0.81265 -2.06067 1.62981 -0.005
H -1.68926 -3.41192 2.60138 0.000
H -1.11659 -1.64472 3.17720 0.000
C 2.38972 0.13406 -1.30720 0.000
C 3.25923 0.88229 -2.12166 0.231
C 2.72543 2.00917 -2.78452 -0.048
C 1.39335 2.38017 -2.60577 0.176
H 2.48671 -0.72578 -0.62946 0.006
H 4.29343 0.55466 -2.19918 0.013
H 3.34003 2.57140 -3.48250 0.001
H 0.93670 3.20867 -3.13295 0.013
N 1.11502 0.53204 -1.19652 0.250
C 0.56870 1.62626 -1.76685 0.136
C -0.83227 1.88566 -1.45080 0.358
N -1.37543 1.00488 -0.55089 0.275
C -2.67947 1.05049 -0.15205 0.107
C -3.02844 3.06676 -1.49167 0.016
C -3.47319 2.14458 -0.52909 0.377
H -2.97478 0.25639 0.53534 0.012
H -4.46100 2.28219 -0.11801 0.018
C -1.71231 2.87588 -1.94060 0.207
H -1.34479 3.48723 -2.75040 0.021
H -3.66030 3.88085 -1.91910 0.006
Pd -0.66546 -0.84204 -1.46753 0.905
I -0.06627 -3.33131 -2.60493 0.917
S 2.16293 -4.27579 5.90712 0.000
C 1.68528 -3.23829 4.83272 0.000
N 1.20122 -2.45436 3.97853 0.000
```



No. 5
Density functional theory data (the ωB97M-V functional and the def2-TZVPD basis) for CH2N2S2 as an isolated structure.

Values from the calculation:
* E_HOMO: -0.2911 Ha
* largest force on an atom: 2.73 eV Å⁻¹
* total charge: 0
* E_LUMO: -0.23 eV
* HOMO-LUMO gap: 7.6949 eV

```
7
Properties=species:S:1:pos:R:3:nbo_charge:R:1
C 0.04551 0.36459 -0.12349 0.588
N -0.83997 1.18951 -0.06092 -0.561
N 1.34696 0.06542 0.02051 -0.779
S -1.59780 -1.38919 0.05741 -0.453
S -2.34534 0.52283 0.16644 0.380
H 1.70464 -0.43491 0.79846 0.421
H 1.68601 -0.31824 -0.85840 0.405
```